Record 1
The following is a DFT calculation (ωB97M-V/def2-TZVPD) of a molecular structure, C37H53N4O3Si2Y.

Geometry as XYZ:
```
100
Properties=species:S:1:pos:R:3:mulliken_charge:R:1
Y 0.19 0.17 0.21 -1.020
C 1.89 -1.00 3.18 -1.224
C 1.64 0.52 3.30 -0.329
N 1.97 1.24 2.06 0.225
C 3.40 1.25 1.75 -1.295
C 3.73 1.00 0.28 -0.822
N 2.85 0.02 -0.36 0.458
C 3.25 -1.38 -0.21 0.735
C 3.11 -1.90 1.21 -1.350
N 1.84 -1.48 1.80 -0.148
H 2.86 -1.26 3.61 0.501
H 1.14 -1.51 3.78 0.435
H 0.59 0.69 3.49 -0.205
H 2.21 0.91 4.15 0.668
H 1.59 2.17 2.15 0.337
H 3.86 2.20 2.05 0.508
H 3.88 0.49 2.37 0.593
H 3.62 1.93 -0.28 0.392
H 4.78 0.71 0.20 0.381
H 2.82 0.22 -1.35 -0.679
H 2.60 -1.95 -0.87 -1.242
H 4.29 -1.53 -0.55 0.549
H 3.22 -2.98 1.19 0.618
H 3.93 -1.52 1.82 0.419
H 1.13 -2.20 1.72 -0.089
C -5.13 -2.61 5.64 -0.957
O -3.96 -2.70 4.84 -0.449
C -3.47 -1.57 4.28 0.994
C -4.03 -0.30 4.52 -1.197
C -3.44 0.79 3.91 -1.764
C -2.33 0.68 3.07 1.485
C -1.73 1.89 2.54 0.727
C -2.31 3.24 2.87 -2.391
O -0.72 1.88 1.82 -0.365
C -1.79 -0.62 2.81 -0.500
O -0.77 -0.83 2.03 2.335
C -2.38 -1.72 3.46 -0.829
H -5.37 -3.62 5.94 0.274
H -5.96 -2.18 5.08 0.366
H -4.94 -2.00 6.53 0.357
H -4.89 -0.16 5.16 0.406
H -3.86 1.77 4.11 0.407
H -2.29 3.43 3.95 0.412
H -3.35 3.30 2.54 0.460
H -1.73 4.00 2.35 0.375
H -1.98 -2.71 3.27 0.463
C -4.07 -0.02 -1.41 -1.274
C -4.09 0.78 -2.54 -1.036
C -3.01 1.60 -2.81 -0.576
C -1.90 1.61 -1.95 0.865
C -1.83 0.79 -0.83 0.900
C -2.95 -0.01 -0.58 -0.065
C -0.76 2.54 -2.17 1.712
C -0.73 3.39 -3.32 -1.280
C 0.26 4.30 -3.47 -1.339
C 1.23 4.46 -2.46 0.975
C 2.24 5.45 -2.50 -0.769
C 3.12 5.60 -1.47 -0.760
C 3.00 4.76 -0.34 -0.376
C 2.05 3.78 -0.29 -0.658
C 1.15 3.59 -1.36 -0.640
N 0.20 2.59 -1.26 0.737
H -4.92 -0.66 -1.18 0.467
H -4.94 0.77 -3.21 0.388
H -3.05 2.23 -3.69 0.360
H -2.96 -0.67 0.28 0.145
H -1.49 3.30 -4.08 0.333
H 0.30 4.93 -4.35 0.422
H 2.29 6.09 -3.37 0.426
H 3.88 6.36 -1.51 0.385
H 3.68 4.90 0.50 0.461
H 1.94 3.15 0.58 0.814
C 1.20 -4.44 -1.05 -0.920
Si -0.28 -3.29 -1.24 0.237
C -1.23 -3.51 0.37 -0.945
C -1.40 -4.04 -2.53 -1.272
C 0.15 -1.56 -1.63 1.031
Si 1.06 -1.31 -3.21 0.635
C 2.34 -2.60 -3.67 -1.203
C 2.01 0.34 -3.35 -1.131
C -0.14 -1.23 -4.64 -1.250
H 0.87 -5.35 -0.53 0.440
H 2.00 -4.00 -0.46 0.101
H 1.62 -4.74 -2.01 0.307
H -1.70 -4.50 0.36 0.527
H -2.00 -2.76 0.53 0.141
H -0.58 -3.48 1.26 0.148
H -1.76 -5.03 -2.23 0.338
H -0.90 -4.15 -3.50 0.285
H -2.28 -3.40 -2.68 0.300
H -0.83 -1.17 -1.97 -0.065
H 3.00 -2.92 -2.85 0.311
H 2.98 -2.19 -4.46 0.354
H 1.86 -3.50 -4.06 0.316
H 3.09 0.22 -3.23 0.469
H 1.66 1.10 -2.66 -0.082
H 1.86 0.74 -4.36 0.373
H -0.75 -2.13 -4.68 0.290
H 0.39 -1.12 -5.59 0.350
H -0.81 -0.37 -4.52 0.273
```

As for the net charge: 0. As for the HOMO-LUMO gap: 7.37 eV. The energy relative to the best compared isomer or geometry (same formula, charge and spin) comes out at 70.2 kJ/mol. The lowest unoccupied orbital energy is 0.0 eV. The largest force on an atom comes out at 0.0322 hartree/bohr.

Record 2
The following is a DFT calculation (ωB97M-V/def2-TZVPD) of a molecular structure, C37H54N5O9P2S2V.

Geometry as XYZ:
```
110
Properties=species:S:1:pos:R:3:mulliken_charge:R:1
V -0.09 0.59 0.22 0.169
C -2.62 -2.01 -1.51 -1.425
C -2.14 -1.24 -0.31 0.989
O -1.03 -0.59 -0.44 -0.007
C -2.85 -1.17 0.84 -2.579
C -2.45 -0.33 1.99 1.264
C -3.62 0.51 2.51 -1.551
N -1.28 0.46 1.76 1.762
N -0.89 1.13 2.81 -1.304
C 0.21 1.79 2.54 0.358
O 0.61 1.70 1.32 -0.608
C 0.96 2.51 3.56 0.482
C 0.43 2.77 4.82 -0.536
C 1.21 3.41 5.77 -0.712
C 2.52 3.76 5.48 -0.484
C 3.05 3.50 4.22 -0.845
C 2.27 2.89 3.26 -0.419
H -3.20 -2.88 -1.23 0.553
H -1.76 -2.31 -2.12 0.071
H -3.24 -1.36 -2.12 0.342
H -3.79 -1.70 0.94 0.593
H -4.44 -0.13 2.81 0.452
H -3.96 1.17 1.71 0.413
H -3.28 1.11 3.35 0.316
H -0.59 2.48 5.03 0.514
H 0.80 3.62 6.75 0.423
H 3.14 4.22 6.23 0.404
H 4.07 3.77 3.99 0.425
H 2.66 2.68 2.28 0.473
N 0.04 1.45 -2.74 0.338
C -1.13 1.84 -2.14 0.515
C -2.20 2.20 -2.96 -1.039
C -3.36 2.70 -2.40 -0.583
C -3.39 2.88 -1.02 -0.983
C -2.30 2.49 -0.27 -0.296
N -1.20 1.93 -0.80 0.773
C 1.31 1.38 -2.21 0.506
C 2.39 1.55 -3.09 -1.166
C 3.67 1.52 -2.58 -0.530
C 3.84 1.33 -1.21 -1.247
C 2.71 1.17 -0.43 -0.317
N 1.48 1.20 -0.91 0.643
H -0.01 1.36 -3.75 0.354
H -2.11 2.10 -4.03 0.459
H -4.20 2.96 -3.02 0.466
H -4.27 3.30 -0.54 0.483
H -2.27 2.66 0.80 0.663
H 2.20 1.69 -4.14 0.491
H 4.52 1.66 -3.23 0.467
H 4.83 1.30 -0.77 0.535
H 2.79 1.02 0.64 0.623
C 4.01 -3.32 3.29 -1.516
C 3.53 -2.28 2.28 1.175
C 4.70 -1.54 1.65 -1.352
O 2.76 -2.94 1.25 -0.129
P 1.25 -2.45 1.11 -0.694
O 1.18 -0.97 1.13 0.218
C 0.61 -3.36 -0.33 0.701
P 1.12 -2.65 -1.92 -0.384
O 1.06 -1.20 -2.08 -0.717
O 2.58 -3.26 -2.05 0.071
C 3.59 -2.57 -2.81 1.032
C 4.12 -3.51 -3.88 -1.827
C 4.66 -2.13 -1.83 -0.956
O 0.21 -3.30 -3.06 -0.540
C -0.07 -4.66 -3.39 0.417
C 1.11 -5.59 -3.14 -1.162
C -1.33 -5.15 -2.68 -1.035
O 0.45 -2.96 2.38 -0.132
C -0.09 -4.24 2.74 0.673
C 0.93 -5.37 2.67 -1.199
C -1.35 -4.59 1.94 -0.960
H 4.71 -2.86 3.98 0.465
H 4.51 -4.14 2.77 0.308
H 3.18 -3.72 3.86 0.204
H 2.87 -1.56 2.78 0.091
H 5.37 -2.25 1.17 0.344
H 5.25 -1.00 2.42 0.500
H 4.34 -0.83 0.91 -0.025
H -0.48 -3.31 -0.26 -0.566
H 0.94 -4.39 -0.26 1.108
H 3.12 -1.68 -3.27 0.032
H 4.45 -4.43 -3.41 0.343
H 4.96 -3.04 -4.38 0.466
H 3.35 -3.73 -4.61 0.430
H 5.05 -3.01 -1.32 0.376
H 4.22 -1.46 -1.10 -0.147
H 5.48 -1.63 -2.35 0.506
H -0.28 -4.63 -4.47 0.442
H 1.37 -5.60 -2.09 0.228
H 1.98 -5.26 -3.70 0.141
H 0.84 -6.60 -3.46 0.525
H -1.20 -5.11 -1.60 0.039
H -1.52 -6.18 -2.96 0.548
H -2.18 -4.54 -2.96 0.264
H -0.38 -4.08 3.78 -0.076
H 1.42 -5.37 1.69 0.156
H 0.43 -6.32 2.82 0.487
H 1.70 -5.25 3.43 0.347
H -1.11 -5.14 1.03 0.460
H -1.89 -3.68 1.68 -0.155
H -2.00 -5.21 2.55 0.452
C -2.00 -2.61 6.08 -0.710
O -3.07 -2.95 5.21 -0.382
C -3.20 -2.41 4.01 0.740
S -4.55 -2.78 3.16 -0.304
S -1.87 -1.40 3.48 0.061
H -2.31 -2.96 7.07 0.306
H -1.84 -1.53 6.09 0.394
H -1.07 -3.10 5.79 0.228
```

As for the net charge: +1. As for the HOMO-LUMO gap (spin up / spin down): 6.42 / 7.23 eV. The energy relative to the best compared isomer or geometry (same formula, charge and spin) comes out at 55.1 kJ/mol. The lowest unoccupied orbital energy (spin up / spin down) is -2.7 / -2.3 eV. The largest force on an atom comes out at 0.0870 hartree/bohr. The spin multiplicity is 2.

Record 3
The following is a DFT calculation (ωB97M-V/def2-TZVPD) of 16 unconnected molecules or ions with the total composition C37H55N16OS.

Geometry as XYZ:
```
110
Properties=species:S:1:pos:R:3:mulliken_charge:R:1
C 5.31 -1.16 5.47 -0.655
O 5.79 0.19 5.54 -0.348
C 5.06 1.06 4.71 -0.319
S 3.64 1.78 5.71 0.033
C 2.29 0.60 5.49 0.180
C 1.69 -0.16 6.58 -0.237
C 0.64 -1.10 6.21 -0.289
N 0.18 -1.37 4.96 -0.324
C 0.75 -0.63 3.98 -0.250
C 1.80 0.36 4.13 -0.415
H 5.32 -1.59 4.42 0.350
H 4.27 -1.30 5.86 0.262
H 5.97 -1.83 6.09 0.299
H 5.68 1.84 4.21 0.453
H 4.57 0.43 3.91 0.281
H 3.27 3.01 5.15 0.388
H 2.05 0.01 7.61 0.414
H 0.20 -1.70 7.04 0.335
H 0.40 -0.82 2.93 0.275
H 2.23 0.90 3.25 0.575
C -1.50 -2.76 0.76 -0.032
C -0.73 -1.54 0.94 0.459
N -0.12 -0.57 1.09 -0.622
H -0.91 -3.53 0.26 0.285
H -1.83 -3.17 1.71 -0.056
H -2.39 -2.59 0.15 -0.136
C -4.15 -1.97 -2.68 -0.804
C -3.97 -2.96 -1.62 0.519
N -3.82 -3.73 -0.78 -0.552
H -3.78 -0.99 -2.38 0.307
H -3.62 -2.26 -3.58 0.172
H -5.20 -1.86 -2.94 0.390
C 0.97 3.45 1.37 -0.956
C 1.65 3.63 2.65 0.571
N 2.18 3.76 3.66 -0.516
H 1.68 3.45 0.54 0.288
H 0.42 2.51 1.33 0.247
H 0.26 4.25 1.18 0.318
C -4.29 -4.36 3.97 -0.917
C -4.15 -2.98 3.51 0.558
N -4.03 -1.90 3.16 -0.534
H -4.13 -5.07 3.15 0.278
H -3.58 -4.61 4.75 0.322
H -5.29 -4.55 4.36 0.346
C -4.31 -2.23 -7.44 -0.903
C -5.00 -2.07 -6.17 0.396
N -5.55 -1.94 -5.16 -0.437
H -4.63 -3.13 -7.96 0.365
H -4.50 -1.39 -8.11 0.271
H -3.23 -2.30 -7.31 0.309
C -7.11 1.56 -5.40 -0.797
C -6.58 1.35 -6.74 0.419
N -6.17 1.18 -7.80 -0.433
H -7.48 0.63 -4.96 0.253
H -6.35 1.95 -4.72 0.246
H -7.94 2.27 -5.40 0.324
C 9.09 -0.21 4.90 -0.596
C 10.34 0.11 4.21 0.234
N 11.32 0.37 3.67 -0.393
H 8.29 -0.45 4.20 0.171
H 9.21 -1.07 5.56 0.311
H 8.75 0.63 5.52 0.262
C 1.50 7.52 0.24 -0.943
C 1.28 6.23 -0.39 0.550
N 1.10 5.21 -0.89 -0.514
H 1.50 8.33 -0.49 0.331
H 0.73 7.75 0.98 0.326
H 2.47 7.55 0.76 0.283
C -6.75 -5.58 -5.48 -0.841
C -5.49 -5.28 -6.16 0.447
N -4.51 -5.04 -6.69 -0.456
H -7.55 -5.79 -6.19 0.293
H -6.65 -6.46 -4.83 0.293
H -7.07 -4.75 -4.85 0.251
C 2.93 6.07 -4.24 -0.746
C 3.05 7.46 -3.80 0.346
N 3.15 8.55 -3.45 -0.381
H 3.67 5.82 -5.00 0.318
H 3.06 5.37 -3.41 0.211
H 1.95 5.88 -4.67 0.252
C 11.47 3.28 2.09 -0.558
C 11.57 4.66 2.53 0.287
N 11.65 5.76 2.87 -0.349
H 12.21 3.04 1.33 0.269
H 11.61 2.58 2.92 0.131
H 10.49 3.07 1.66 0.239
C 1.24 0.40 -2.29 -0.752
C -0.06 -0.19 -2.55 0.366
N -1.09 -0.66 -2.76 -0.337
H 1.48 0.38 -1.23 0.157
H 2.04 -0.12 -2.82 0.306
H 1.28 1.45 -2.61 0.252
C 0.21 -6.19 1.78 -0.801
C -0.79 -6.03 2.84 0.419
N -1.58 -5.91 3.66 -0.377
H 1.16 -6.53 2.19 0.313
H -0.11 -6.92 1.04 0.291
H 0.40 -5.25 1.26 0.177
C -7.55 -1.27 2.83 -0.576
C -8.47 -0.50 2.00 0.224
N -9.20 0.10 1.35 -0.348
H -6.51 -1.05 2.59 0.161
H -7.69 -1.06 3.89 0.282
H -7.69 -2.35 2.70 0.245
C -2.34 1.53 -7.60 -0.708
C -2.02 0.46 -8.53 0.387
N -1.77 -0.39 -9.27 -0.416
H -3.30 1.99 -7.83 0.219
H -2.38 1.16 -6.57 0.211
H -1.58 2.32 -7.63 0.323
```

As for the net charge: +1. As for the HOMO-LUMO gap: 9.01 eV. The lowest unoccupied orbital energy is -3.8 eV. The largest force on an atom comes out at 0.0615 hartree/bohr.

Record 4
The following is a DFT calculation (ωB97M-V/def2-TZVPD) of a molecular structure, C37H55N9SSrTe.

Geometry as XYZ:
```
104
Properties=species:S:1:pos:R:3:mulliken_charge:R:1
Sr 1.88 0.28 0.04 2.684
C 1.78 1.11 1.96 0.502
C 2.88 0.17 1.89 -0.958
C 2.36 -1.04 1.91 0.491
C 0.93 -0.94 1.84 1.924
C 0.59 0.33 1.72 -1.124
C -0.65 1.05 1.76 0.804
C -0.03 -2.02 2.15 -1.163
C 3.10 -2.28 2.18 -1.748
C 4.21 0.71 1.83 -1.246
C 1.67 1.22 3.46 -2.045
H -0.46 2.14 1.69 -1.864
H -1.14 0.87 2.73 0.580
H -1.33 0.75 0.98 -0.916
H 0.32 -2.57 3.02 0.583
H -0.17 -2.71 1.31 -0.021
H -0.99 -1.56 2.40 -0.186
H 4.11 -2.03 2.51 0.474
H 3.15 -2.91 1.29 0.211
H 2.61 -2.82 3.00 0.288
H 4.98 -0.03 2.03 0.393
H 4.28 1.51 2.59 0.298
H 4.41 1.17 0.85 0.112
H 1.63 0.19 3.89 0.364
H 0.75 1.75 3.74 0.415
H 2.54 1.75 3.88 0.397
C -4.65 -3.30 -1.97 -0.588
N -3.36 -3.46 -2.59 0.437
C -3.39 -4.12 -3.88 -1.286
C -2.20 -3.10 -1.96 0.104
N -2.10 -2.59 -0.80 0.427
C -2.81 -2.79 0.34 -0.316
C -2.92 -4.09 0.82 -0.562
C -3.44 -4.38 2.07 -1.055
C -3.88 -3.36 2.88 -1.067
C -3.84 -2.03 2.43 1.449
C -4.34 -1.00 3.26 -1.027
C -4.35 0.29 2.82 -1.223
C -3.87 0.61 1.56 0.054
C -3.35 -0.36 0.71 -0.238
N -2.74 0.05 -0.45 0.597
C -3.22 0.81 -1.36 -0.103
N -2.35 1.57 -2.15 -0.182
C -1.11 1.95 -1.52 -0.152
C -2.11 1.11 -3.51 -0.850
N -4.54 1.00 -1.66 0.593
C -5.62 0.23 -1.09 -0.669
C -4.99 2.08 -2.51 -1.257
C -3.31 -1.72 1.15 0.048
N -1.04 -3.30 -2.74 -0.116
C -0.67 -2.13 -3.51 -0.852
C 0.08 -3.76 -1.93 -0.704
H -5.36 -2.93 -2.70 0.437
H -4.58 -2.58 -1.16 -0.146
H -5.02 -4.24 -1.56 0.304
H -3.98 -5.03 -3.81 0.388
H -2.37 -4.37 -4.17 0.401
H -3.84 -3.47 -4.63 0.354
H -2.54 -4.90 0.20 0.446
H -3.51 -5.41 2.40 0.389
H -4.30 -3.57 3.86 0.438
H -4.72 -1.26 4.23 0.425
H -4.74 1.08 3.46 0.396
H -3.86 1.64 1.24 0.540
H -1.35 2.40 -0.56 0.268
H -0.66 2.71 -2.16 0.524
H -0.39 1.08 -1.40 -0.623
H -2.94 0.50 -3.84 0.428
H -1.17 0.53 -3.53 -0.055
H -2.01 1.97 -4.17 0.326
H -5.24 -0.64 -0.57 -0.012
H -6.30 -0.09 -1.89 0.415
H -6.19 0.84 -0.38 0.371
H -4.17 2.77 -2.71 0.383
H -5.79 2.63 -2.00 0.391
H -5.38 1.71 -3.45 0.315
H -1.50 -1.87 -4.17 0.276
H 0.21 -2.36 -4.10 0.489
H -0.39 -1.30 -2.81 0.036
H -0.26 -4.60 -1.33 0.358
H 0.49 -2.94 -1.29 0.072
H 0.87 -4.08 -2.60 0.312
N 1.49 2.34 -3.66 -0.470
N 2.65 1.73 -4.18 -0.204
C 3.84 1.96 -3.56 0.416
N 4.84 1.07 -3.81 -0.489
S 4.11 3.37 -2.74 -0.414
H 1.16 1.71 -2.89 0.185
H 1.82 3.22 -3.24 0.259
H 2.47 0.75 -4.37 0.294
H 4.55 0.10 -3.83 0.234
H 5.69 1.25 -3.30 0.275
Te 2.10 2.89 0.99 0.753
C 0.59 4.05 1.68 0.075
C 0.53 4.30 3.03 -0.147
C -0.46 5.11 3.54 -0.802
C -1.35 5.72 2.68 -0.507
C -1.23 5.55 1.31 -0.719
C -0.25 4.71 0.81 -0.244
H 1.28 3.84 3.67 0.568
H -0.53 5.28 4.61 0.429
H -2.14 6.35 3.07 0.402
H -1.89 6.07 0.63 0.425
H -0.12 4.56 -0.26 0.325
```

As for the net charge: 0. As for the HOMO-LUMO gap (spin up / spin down): 3.48 / 3.48 eV. The lowest unoccupied orbital energy (spin up / spin down) is -0.2 / -0.2 eV. The largest force on an atom comes out at 0.2894 hartree/bohr.

Question: net charge of number 1 (C37H53N4O3Si2Y)?
Answer: 0